{
  "formula": "C29H29BCl2F4",
  "method": "ωB97M-V/def2-TZVPD",
  "homo_ha": -0.328,
  "total_energy_ev": -67133.71554,
  "largest_force_ev_per_a": 0.42,
  "lumo_energy_ev": 0.258,
  "multiplicity": 1,
  "elements": ["C", "C", "B", "C", "Cl", "C", "C", "Cl", "H", "H", "H", "H", "H", "H", "H", "H", "H", "F", "C", "C", "C", "C", "C", "C", "H", "H", "H", "H", "H", "F", "C", "C", "C", "C", "C", "C", "H", "H", "H", "H", "H", "F", "C", "C", "C", "C", "C", "C", "H", "H", "H", "H", "H", "F", "C", "C", "C", "C", "C", "C", "H", "H", "H", "H", "H"],
  "coordinates": [[-0.9249, 2.0515, 2.2806], [0.4524, 1.3246, 2.2233], [0.5609, 0.6171, 0.8376], [-0.1384, -0.7826, 0.6454], [-1.7379, -0.7250, -0.0236], [0.4584, -1.9216, 0.9780], [1.8601, -1.9865, 1.5010], [-0.3161, -3.4668, 0.7709], [-1.3632, 1.9281, 3.2704], [-0.8205, 3.1200, 2.1077], [-1.6480, 1.6528, 1.5671], [0.4759, 0.5830, 3.0249], [1.2639, 2.0363, 2.3774], [1.0869, 1.1449, -0.0951], [2.1146, -1.1249, 2.1208], [1.9916, -2.8768, 2.1152], [2.5515, -2.0866, 0.6642], [4.1865, -4.4160, 2.2639], [4.7503, -4.7229, 1.0756], [6.1095, -4.9609, 1.0278], [6.6840, -5.2717, -0.1963], [5.9019, -5.3371, -1.3424], [4.5382, -5.0910, -1.2645], [3.9502, -4.7829, -0.0465], [6.6982, -4.9019, 1.9332], [7.7470, -5.4652, -0.2533], [6.3557, -5.5785, -2.2944], [3.9265, -5.1312, -2.1559], [2.8889, -4.5879, 0.0368], [3.5885, -1.9510, -1.3492], [4.1062, -0.8656, -1.9640], [5.4780, -0.7571, -2.0659], [6.0056, 0.3610, -2.6958], [5.1646, 1.3414, -3.2055], [3.7882, 1.2041, -3.0876], [3.2455, 0.0902, -2.4626], [6.1102, -1.5348, -1.6578], [7.0785, 0.4650, -2.7882], [5.5821, 2.2115, -3.6941], [3.1307, 1.9674, -3.4819], [2.1764, -0.0410, -2.3595], [-2.4868, 4.9747, 3.0924], [-3.0837, 5.2699, 1.9185], [-3.7144, 4.2619, 1.2173], [-4.3326, 4.5774, 0.0159], [-4.3055, 5.8787, -0.4671], [-3.6600, 6.8719, 0.2565], [-3.0426, 6.5721, 1.4625], [-3.7252, 3.2537, 1.6091], [-4.8388, 3.8009, -0.5423], [-4.7885, 6.1182, -1.4050], [-3.6367, 7.8870, -0.1169], [-2.5388, 7.3304, 2.0464], [-6.1592, 1.6403, 0.8796], [-6.4533, 0.4591, 0.2955], [-7.7623, 0.0219, 0.2961], [-8.0544, -1.1920, -0.3096], [-7.0468, -1.9438, -0.8990], [-5.7385, -1.4800, -0.8843], [-5.4335, -0.2671, -0.2843], [-8.5301, 0.6231, 0.7639], [-9.0751, -1.5507, -0.3203], [-7.2811, -2.8903, -1.3673], [-4.9486, -2.0646, -1.3374], [-4.4222, 0.1155, -0.2579]],
  "forces_ev_per_a": [[0.031, -0.025, 0.138], [0.181, -0.127, -0.091], [-0.325, 0.118, 0.120], [0.369, -0.081, 0.107], [-0.008, 0.010, -0.109], [-0.249, 0.002, 0.023], [-0.011, -0.412, 0.055], [0.045, 0.048, -0.077], [-0.010, 0.045, -0.013], [0.009, -0.020, -0.141], [0.011, 0.040, -0.024], [0.065, 0.014, 0.018], [-0.066, 0.036, 0.128], [-0.076, -0.010, -0.086], [0.006, 0.126, -0.188], [-0.043, 0.057, 0.077], [0.119, 0.171, 0.085], [-0.006, -0.006, 0.005], [0.047, -0.015, -0.086], [0.059, 0.017, 0.059], [-0.049, 0.002, -0.030], [0.014, 0.012, -0.016], [0.068, -0.009, 0.023], [-0.127, -0.005, 0.014], [-0.019, -0.001, 0.006], [0.003, 0.004, 0.008], [-0.003, -0.001, 0.002], [-0.011, -0.004, 0.006], [0.005, 0.000, 0.010], [-0.035, -0.030, -0.047], [0.058, 0.082, -0.041], [0.072, -0.050, 0.033], [-0.055, 0.025, -0.017], [0.010, 0.010, -0.006], [0.055, -0.011, 0.008], [-0.097, 0.002, 0.005], [-0.024, -0.012, 0.001], [0.003, -0.004, 0.008], [-0.003, -0.001, 0.001], [-0.008, -0.005, -0.002], [0.008, -0.010, 0.018], [0.015, -0.010, 0.026], [-0.060, 0.028, -0.107], [-0.018, -0.099, 0.038], [0.017, 0.048, -0.031], [-0.003, -0.002, -0.009], [-0.014, -0.045, -0.009], [0.036, 0.069, 0.033], [-0.017, 0.015, 0.027], [-0.002, -0.017, 0.026], [0.001, 0.001, 0.001], [0.001, 0.007, 0.009], [0.007, -0.016, 0.009], [0.022, 0.048, 0.016], [-0.038, -0.114, -0.071], [-0.067, 0.045, 0.041], [0.058, -0.011, -0.020], [-0.009, -0.010, -0.002], [-0.055, -0.009, 0.015], [0.105, 0.044, 0.004], [0.014, 0.011, -0.001], [-0.003, 0.005, 0.009], [0.002, 0.003, 0.001], [0.008, 0.009, 0.000], [-0.013, 0.018, 0.010]]
}